This record from OMol25 describes C4H9NO2 in the gas phase. The level of theory is ωB97M-V/def2-TZVPD.

Summary:
SMILES   C[C@@H](C=O)NCO
LUMO energy   0.788 eV
HOMO   -9.6 eV
ΔE to the lowest compared entry with this formula, charge and spin   45.4 kcal per mole
HOMO-LUMO gap   10.438 eV
Energy   -363.01321 Ha

Atoms and positions in Å:
C -1.0808 1.2422 -0.7481
C -0.3891 -0.0797 -0.4021
C -0.1881 -0.8295 -1.7242
O -1.0379 -1.4435 -2.3032
N 0.9485 0.1371 0.1588
C 1.2462 -0.5892 1.3770
O 0.3574 -0.4260 2.4542
H -0.9329 1.5472 -1.7824
H -2.1346 1.1932 -0.5443
H -0.6970 2.0703 -0.1380
H -1.0233 -0.6822 0.2555
H 0.8592 -0.6809 -2.0566
H 1.0033 1.1188 0.4103
H 1.3852 -1.6366 1.1071
H 2.2062 -0.2136 1.7267
H -0.5223 -0.7275 2.2093

natural (NBO) atomic charge list, values in e, 2 entries: C -0.61; C -0.18